Record 1
Formula: C2H3N2O2
Source: the OMol25 dataset
Level of theory: ωB97M-V/def2-TZVPD

As for the charge: +1. The spin multiplicity is 3. The calculation puts the HOMO energy (spin up / spin down) at -12.34 / -17.27 eV. The value obtained for the energy above the lowest of the compared OMol25 structures with the same formula, charge and spin is 172.2 kJ/mol.

The geometry in XYZ format:
```
9
Properties=species:S:1:pos:R:3:forces:R:3:lowdin_spin:R:1
O -2.084138 1.341531 1.082359 -1.1 1.3 3.0 0.530
O 0.535970 -1.636014 -1.098395 -0.3 -0.9 -0.4 0.258
N 1.250585 -0.078294 0.492811 1.1 -0.9 1.2 0.045
N -0.820893 0.292233 -0.683334 2.1 -2.1 -0.8 0.573
C -1.560573 0.818211 0.194590 -0.3 -0.6 -3.3 0.404
C 0.479721 -0.708497 -0.381778 0.6 3.2 1.6 0.141
H 2.009715 -0.620167 0.864673 0.7 -0.6 -0.3 0.004
H 1.113651 0.668094 1.194688 -1.2 -0.3 -1.2 0.002
H -0.924038 -0.077093 -1.665613 -1.5 0.9 0.2 0.043
```
Forces are in eV/Å.

Record 2
Formula: C5H10F15K2O20S5
Source: the OMol25 dataset
Level of theory: ωB97M-V/def2-TZVPD

As for the charge: -3. The spin multiplicity is 1. The calculation puts the HOMO energy at -1.62 eV.

The geometry in XYZ format:
```
57
Properties=species:S:1:pos:R:3:forces:R:3:nbo_charge:R:1
K 0.477774 3.404836 -13.887869 -0.6 -0.2 1.0 0.977
K -5.788304 1.034243 -12.561190 0.8 0.3 0.8 0.985
S -2.783814 3.471332 -11.306352 0.2 -0.4 0.2 2.318
S 2.423773 7.576894 -11.157584 -0.2 -0.2 0.3 2.329
S -5.990387 -0.963784 -6.212847 0.0 -1.2 -0.1 2.342
S -0.574776 -0.356819 -12.261633 1.0 -0.7 0.8 2.347
S 0.192990 4.202561 -4.203647 -0.3 -0.9 0.5 2.304
F -2.147988 -1.475137 -14.089444 -1.0 0.4 0.2 -0.344
F -5.829781 -0.172027 -8.783242 -0.3 0.1 -0.2 -0.350
F -7.494182 0.722141 -7.672918 -0.1 -0.2 -0.3 -0.337
F -2.809212 2.824228 -8.695477 0.2 -0.1 0.1 -0.276
F 1.248158 4.262667 -6.656133 -0.1 -0.1 0.0 -0.341
F 0.853894 5.787564 -12.311496 -0.3 -0.7 0.0 -0.385
F -2.509712 0.703112 -13.816543 -0.7 0.0 -0.3 -0.334
F 0.042545 6.507260 -10.407746 0.1 0.0 -0.5 -0.323
F 1.683083 5.118035 -10.367351 -0.2 0.0 -0.6 -0.309
F -5.485616 1.412954 -7.339435 -0.2 -0.3 -0.4 -0.333
F -0.813532 -0.065485 -14.919356 0.2 0.7 -0.3 -0.353
F -2.065977 4.817093 -9.157971 -0.3 0.0 0.1 -0.291
F -0.012948 5.929823 -6.194271 -0.7 0.2 -0.3 -0.329
F -4.201085 4.353816 -9.285347 -0.2 0.3 0.2 -0.363
F -0.880247 3.969788 -6.679501 -0.4 0.2 -0.1 -0.314
O 0.327471 -1.465960 -12.558146 -0.9 0.2 -0.2 -1.000
O 2.430778 8.057910 -9.793131 0.4 -0.2 -0.2 -0.979
O -3.392097 4.644910 -11.935142 -0.2 -0.1 -0.1 -1.027
O -1.520052 -0.567562 -11.185313 -0.1 -0.1 -1.0 -0.961
O -2.039261 7.505694 -12.523761 -0.1 0.0 0.0 -0.953
O -3.525795 2.232578 -11.535923 -0.8 0.2 0.2 -1.062
O -0.879588 0.516674 -8.286314 0.0 -0.1 0.0 -0.933
O -2.391289 4.619055 -14.525898 0.2 -0.2 0.1 -1.005
O -7.225658 -1.733934 -6.342039 0.3 0.3 -0.1 -1.022
O -6.607803 2.439389 -10.265048 -0.1 0.0 -0.4 -0.996
O -4.777436 -1.683589 -6.547101 -0.4 0.2 -0.5 -0.986
O 1.810109 8.490191 -12.106376 0.0 -0.3 -0.2 -1.011
O -1.199991 4.044215 -3.781833 0.8 0.4 -0.4 -0.998
O 0.885222 5.372303 -3.678758 -0.2 -0.2 -0.1 -1.015
O 0.966204 2.959007 -4.123189 -0.4 0.8 -0.3 -1.008
O 3.634299 6.914050 -11.644766 -0.7 0.2 0.3 -1.006
O 0.122557 0.909354 -12.229854 -0.2 0.7 -0.8 -1.022
O -5.872395 -0.176482 -5.023159 -0.4 0.7 0.4 -0.980
O -1.378575 3.329036 -11.575483 0.4 0.4 0.0 -0.990
O -4.401939 5.341871 -6.400273 -0.2 0.2 0.0 -0.916
C 1.171172 6.154078 -11.034771 1.0 1.1 0.6 0.694
C -6.224164 0.300960 -7.583105 0.8 0.3 1.2 0.673
C 0.089668 4.608642 -6.049605 1.3 -0.5 0.9 0.702
C -1.602594 -0.264243 -13.846740 1.6 -1.1 1.0 0.679
C -2.943205 3.878283 -9.459889 0.2 -0.5 -1.3 0.740
H -1.448597 7.341593 -13.263899 0.1 0.0 0.1 0.464
H -5.221983 5.658719 -6.009697 0.1 -0.1 0.0 0.451
H -1.658950 0.067221 -8.632920 0.1 0.0 -0.1 0.474
H -6.021064 2.130580 -9.562085 0.1 0.0 0.1 0.505
H -1.694059 6.951656 -11.811479 0.0 0.1 -0.1 0.488
H -3.111805 4.284620 -15.065206 0.0 0.0 0.0 0.454
H -6.411721 3.381436 -10.334281 0.1 -0.1 0.1 0.487
H -0.541833 -0.070919 -7.603576 -0.1 0.1 0.1 0.460
H -4.540042 5.414562 -7.350395 0.1 -0.1 0.0 0.464
H -2.752472 4.631233 -13.604856 0.1 0.2 -0.1 0.515
```
Forces are in eV/Å.

Record 3
Formula: C28H42BrN5O5SSm
Source: the OMol25 dataset
Level of theory: ωB97M-V/def2-TZVPD

As for the charge: +1. The spin multiplicity is 6. The calculation puts the HOMO energy (spin up / spin down) at -9.17 / -9.17 eV. The value obtained for the energy above the lowest of the compared OMol25 structures with the same formula, charge and spin is 111.5 kJ/mol.

The geometry in XYZ format:
```
83
Properties=species:S:1:pos:R:3:forces:R:3:lowdin_spin:R:1
Sm -1.685055 -0.591118 2.144148 -0.8 0.3 -1.0 5.047
Br -1.767252 -0.192272 5.186013 -1.4 -0.6 -0.2 -0.002
S -0.627914 1.822083 1.654239 1.3 0.3 -1.3 0.000
O -0.409963 1.017152 2.963286 0.4 1.1 -1.2 -0.010
O -6.454863 -2.199199 6.396344 1.5 -0.5 -1.5 0.000
O -0.141904 3.169748 1.709387 -0.9 -0.8 0.4 -0.001
O -2.135483 1.572268 1.458562 0.5 0.6 1.0 -0.009
O -0.061904 1.028108 0.506060 -0.3 -0.3 1.9 -0.001
N 0.368676 -1.520975 1.778437 0.9 -1.6 0.6 -0.013
N -4.050875 1.327560 -0.288120 0.1 0.7 -0.3 0.000
N -3.191780 -0.896374 0.163715 -1.0 0.2 -1.3 -0.008
N -3.758639 -1.164692 3.397331 -0.3 -1.5 1.0 -0.006
N 2.560021 -2.360443 2.005854 -1.0 2.1 -0.8 0.000
C 3.329779 0.034022 2.141147 1.3 -0.1 -0.2 0.000
C -4.420717 -2.772471 -0.888668 1.1 -0.5 -0.8 0.000
C 2.724783 3.420639 -2.563663 -0.5 -0.1 0.5 0.000
C 1.334180 3.121187 -2.582260 1.6 -0.5 -0.7 0.000
C -3.301440 -2.244640 -0.233604 -1.6 1.3 0.5 0.000
C 0.981588 1.289402 -5.925416 0.9 0.1 0.6 0.000
C -5.735061 -2.433562 3.995671 -0.1 -0.7 1.4 0.000
C -4.098374 0.011336 -0.369117 -1.4 -2.4 -0.5 0.000
C 5.110423 3.066784 -3.308524 -0.1 -1.1 -1.4 0.000
C 1.661203 1.962414 -4.738509 -0.6 0.8 0.5 0.000
C 1.253294 -2.324647 2.330779 0.2 0.1 1.1 0.000
C 3.056729 2.200564 -4.689104 -0.1 -0.7 0.2 0.000
C 3.909365 1.566386 -5.829812 -1.1 1.1 0.1 0.000
C -5.315919 -0.477170 -1.047656 2.7 -1.1 0.1 0.000
C 3.515739 -3.304297 2.510742 -0.9 -1.4 0.4 0.000
C 3.143224 -1.187927 1.242573 -0.7 0.0 0.0 0.000
C -3.487195 -1.027013 4.691999 -0.1 -0.1 0.2 0.000
C -4.332983 -1.441288 5.720825 1.0 1.1 0.1 0.000
C 0.828962 2.384877 -3.683739 0.8 0.5 0.7 0.000
C 0.421420 3.379030 -1.421920 -0.1 -0.8 1.0 0.000
C -0.639957 2.133203 -3.681324 -0.9 -0.2 -0.5 0.000
C -4.847806 -1.973106 3.070004 0.4 2.1 -1.2 0.000
C 3.266520 4.130992 -1.278049 0.4 -1.0 -0.3 0.000
C 0.742578 -3.145267 3.528964 0.1 -0.8 -1.1 0.000
C -5.477315 -2.082790 5.364619 -3.1 -0.8 0.6 0.000
C 3.589484 2.908699 -3.583069 0.1 0.3 0.9 0.000
C 3.450936 -4.636625 1.741423 -0.5 0.4 0.1 0.000
C -5.415428 -1.820384 -1.319445 -0.3 0.2 1.1 0.000
H 0.785912 -0.919612 1.103607 0.2 0.7 -0.8 0.000
H -0.049823 1.589474 -6.062529 0.1 0.1 -0.1 0.000
H 2.474715 0.662451 2.005523 -0.3 0.7 0.3 0.000
H 2.459519 -0.815941 0.444056 0.7 -1.0 0.1 0.000
H 4.484397 -2.877568 2.484248 0.9 0.5 -0.1 0.000
H 0.755122 4.070959 -0.623884 -0.2 -0.3 -0.8 0.000
H 2.671826 3.805755 -0.420845 0.1 0.0 -0.1 0.000
H 3.249619 -4.486284 0.655971 0.2 -0.1 0.8 0.000
H 0.021537 -2.552896 4.108832 0.4 -0.1 -0.1 0.000
H 1.551510 -3.530868 4.168510 -0.6 0.3 -0.2 0.000
H -5.047868 -1.937631 1.968380 0.2 -0.7 1.1 0.000
H 3.939239 2.370548 -6.643804 0.4 -1.4 0.8 0.000
H -2.461612 -2.808284 0.170582 -0.3 -0.5 -0.4 0.000
H 1.017126 0.219928 -5.762696 -0.2 -0.5 -0.1 0.000
H -6.363350 -2.157897 -1.722636 0.3 -0.2 -0.4 0.000
H 3.280107 -3.526444 3.555289 0.4 0.1 -0.1 0.000
H 4.095039 -1.526700 0.850136 -0.2 -0.1 -0.4 0.000
H 0.177351 2.405067 -0.902802 0.6 1.1 -0.7 0.000
H -1.147837 3.003618 -4.110859 -0.2 0.1 0.2 0.000
H -0.536804 3.668048 -1.799584 -0.6 0.8 0.0 0.000
H 4.282625 0.582963 1.938323 -0.9 -0.3 -0.3 0.000
H 4.885406 1.267162 -5.450948 0.1 0.3 -0.3 0.000
H -3.293176 1.785682 0.212917 0.0 0.2 -0.2 0.000
H 1.549404 1.481679 -6.816552 0.0 0.1 -0.6 0.000
H 5.364400 3.992926 -2.820138 0.0 0.5 -0.3 0.000
H -1.099092 1.921522 -2.705593 0.4 0.1 -0.2 0.000
H 5.696507 2.929791 -4.263624 -0.5 0.4 1.1 0.000
H -6.592152 -3.091045 3.755368 0.6 0.8 0.0 0.000
H 3.438119 -0.270349 3.161201 -0.2 -0.1 0.8 0.000
H 2.637303 -5.210241 2.213466 0.2 -0.1 -0.6 0.000
H 3.260615 5.230914 -1.228189 -0.1 -0.3 -0.6 0.000
H 0.201319 -4.022326 3.114998 0.3 0.4 0.4 0.000
H -0.913792 1.316547 -4.333102 0.0 -0.3 0.0 0.000
H 4.380653 -5.165774 1.895720 0.2 -0.3 -0.1 0.000
H 5.489682 2.302281 -2.601696 -0.4 0.0 -0.4 0.000
H -4.475721 -3.872989 -1.275751 0.2 2.3 1.1 0.000
H 4.298121 3.796872 -1.059654 -0.5 0.3 -0.1 0.000
H -4.149631 -1.128598 6.744329 0.0 -0.3 -0.1 0.000
H -7.000331 -3.018547 6.404118 0.6 0.7 -0.6 0.000
H -5.919908 0.296074 -1.480209 -0.7 -0.1 0.1 0.000
H -4.690895 1.822147 -0.925458 0.8 -0.2 0.9 0.000
H 3.403740 0.647390 -6.215144 0.5 0.9 0.2 0.000
```
Forces are in eV/Å.

F_max (computed, Eh/bohr): 0.070; 0.043; 0.063
E_tot (computed, eV): -9184.0243; -173891.5953; -146183.5609